Model P:
Formula: C5H9O
Source: the OMol25 dataset
Level of theory: the ωB97M-V functional and the def2-TZVPD basis

Element x y z (Å)
C  1.605  0.032  1.694
C  1.484  -0.745  0.634
C  0.211  -0.875  -0.175
C  -0.758  0.317  -0.137
C  -1.548  0.749  -1.406
O  -2.586  1.513  -1.113
H  0.724  0.470  2.144
H  2.538  0.331  2.157
H  2.343  -1.333  0.328
H  -0.256  -1.777  0.237
H  0.438  -1.090  -1.220
H  -1.467  0.182  0.680
H  -0.219  1.203  0.217
H  -1.802  -0.169  -2.010
H  -0.708  1.194  -2.031

Values from the calculation:
charge	-1
LUMO	3.886	eV
M	85.13	g/mol
SMILES string	C=CCCC[O-]


Model Q:
Formula: C5H9O
Source: the OMol25 dataset
Level of theory: the ωB97M-V functional and the def2-TZVPD basis

Element x y z (Å)
C  0.360  -0.425  -2.286
C  1.119  -0.735  -1.215
C  0.432  -0.675  0.166
C  -0.358  0.618  0.345
C  -0.867  0.802  1.813
O  -1.657  1.827  2.035
H  -0.665  -0.773  -2.203
H  0.733  0.171  -3.110
H  2.068  -1.253  -1.115
H  1.181  -0.801  0.948
H  -0.331  -1.467  0.244
H  0.357  1.434  0.187
H  -1.209  0.783  -0.310
H  0.084  0.748  2.441
H  -1.246  -0.254  2.059

Values from the calculation:
charge	-1
LUMO	3.874	eV
M	85.13	g/mol
SMILES string	C=CCCC[O-]


Most favorable structure: model P. The second most favorable one is 27.3 kcal/mol above it.